A | A molecular structure, C4H7F2N. Source: OMol25; level of theory: the ωB97M-V functional and the def2-TZVPD basis.

Element x y z (Å)
C (-1.304, 0.529, -0.836)
C (-0.659, -0.171, 0.078)
C (-1.022, -1.074, 1.125)
C (1.194, 0.304, 0.156)
N (1.667, 0.614, -1.091)
F (1.316, 1.360, 1.037)
F (1.794, -0.742, 0.868)
H (-0.616, 1.186, -1.399)
H (-2.251, 0.171, -1.045)
H (-1.446, -0.492, 2.019)
H (-0.144, -1.636, 1.415)
H (-1.835, -1.657, 0.738)
H (2.336, 1.367, -1.254)
H (0.969, 0.240, -1.811)

## Properties
2S+1   1
Net charge   0
HOMO level   -9.77 eV
HOMO-LUMO gap   10.72 eV

Atomic partial charges in e from the Mulliken method, atoms 1 to 2: -1.073 0.435

***

B | C4H7F2N in the gas phase. Source: OMol25; level of theory: the ωB97M-V functional and the def2-TZVPD basis.

Element x y z (Å)
C (1.556, -0.694, -0.765)
C (0.393, -0.156, -0.557)
C (-0.531, 0.580, -1.445)
C (-0.353, -0.451, 0.947)
N (-0.548, 0.781, 1.626)
F (-1.602, -0.974, 0.678)
F (0.357, -1.474, 1.582)
H (2.149, -1.156, 0.004)
H (1.936, -0.624, -1.729)
H (-0.402, 0.346, -2.497)
H (-0.465, 1.654, -1.408)
H (-1.476, 0.308, -0.867)
H (-1.348, 0.781, 2.395)
H (0.333, 1.078, 2.036)

## Properties
2S+1   1
Net charge   0
HOMO level   -9.85 eV
HOMO-LUMO gap   10.85 eV

Atomic partial charges in e from the Mulliken method, atoms 1 to 2: -0.866 0.446

***

The most stable of them is B.

***

A | 3 unconnected molecules or ions with the total composition C4H13NOS2. Source: OMol25; level of theory: the ωB97M-V functional and the def2-TZVPD basis.

Element x y z (Å)
S (3.168, 0.723, 0.653)
S (-2.571, -1.108, -0.003)
C (-1.109, -1.090, 1.042)
C (-0.165, 0.132, 1.012)
C (-0.073, 0.499, -0.477)
N (0.302, -0.633, -1.164)
C (1.680, -0.739, -1.598)
H (4.366, 1.247, 1.026)
H (-0.513, -2.030, 0.694)
H (-1.360, -1.206, 2.098)
H (0.719, -0.124, 1.584)
H (-0.748, 0.961, 1.564)
H (-0.982, 0.981, -0.863)
H (0.818, 1.383, -0.723)
H (-0.477, -1.028, -1.696)
H (2.170, 0.205, -1.321)
H (1.792, -1.106, -2.564)
H (2.215, -1.547, -1.137)
H (-2.811, 0.732, 0.628)
H (-3.672, 2.006, 0.586)
O (-2.750, 1.743, 0.660)

## Properties
2S+1   1
Net charge   0
HOMO level   -7.82 eV
HOMO-LUMO gap   3.22 eV

Atomic partial charges in e from the Mulliken method, atoms 1 to 2: -0.315 -0.281

***

B | 2 unconnected molecules or ions with the total composition C4H13NOS2. Source: OMol25; level of theory: the ωB97M-V functional and the def2-TZVPD basis.

Element x y z (Å)
C (0.519, -1.151, 2.472)
S (-0.962, -0.148, 2.693)
S (-1.611, 0.405, 1.022)
C (-0.890, 1.694, 0.155)
C (0.055, 1.321, -1.132)
C (1.331, 0.469, -0.844)
N (-0.813, 0.874, -2.178)
H (0.562, -1.759, 1.543)
H (1.338, -0.487, 2.383)
H (0.545, -1.829, 3.299)
H (-1.845, 2.182, -0.238)
H (-0.239, 2.455, 0.806)
H (0.547, 2.205, -1.697)
H (1.350, -0.244, -0.085)
H (2.107, 1.110, -0.438)
H (1.665, 0.134, -1.767)
H (-1.472, 0.083, -1.957)
H (-0.310, 0.681, -3.166)
O (-0.319, -2.727, -0.498)
H (-0.897, -1.959, -0.569)
H (-0.663, -3.312, 0.198)

## Properties
2S+1   1
Net charge   0
HOMO level   -8.57 eV
HOMO-LUMO gap   9.26 eV

Atomic partial charges in e from the Mulliken method, atoms 1 to 2: -0.826 -0.046

***

The most stable of them is B.

***

A | 2 unconnected molecules or ions with the total composition C4H11OS. Source: OMol25; level of theory: the ωB97M-V functional and the def2-TZVPD basis.

Element x y z (Å)
C (-1.574, -0.715, 0.786)
O (-1.389, -0.806, -0.547)
C (-2.012, 0.725, 1.195)
C (-1.245, 1.831, 0.448)
H (-0.635, -0.941, 1.330)
H (-2.337, -1.400, 1.188)
H (-1.969, 0.851, 2.277)
H (-3.065, 0.807, 0.917)
H (-1.636, 2.839, 0.573)
H (-1.365, 1.602, -0.614)
H (-0.176, 1.793, 0.646)
C (1.582, -1.176, -1.423)
S (2.364, 0.006, -0.292)
H (0.489, -1.130, -1.339)
H (1.834, -0.907, -2.447)
H (1.922, -2.194, -1.237)
H (1.746, -0.423, 0.801)

## Properties
2S+1   2
Net charge   0
<S²>   0.75
HOMO level (alpha / beta)   -8.98 / -8.99 eV
HOMO-LUMO gap (alpha / beta)   9.87 / 7.20 eV

Atomic partial charges in e from the Mulliken method, atoms 1 to 2: -0.162 -0.419

***

B | 2 unconnected molecules or ions with the total composition C4H11OS. Source: OMol25; level of theory: the ωB97M-V functional and the def2-TZVPD basis.

Element x y z (Å)
C (-1.386, -0.434, -1.013)
O (-0.633, 0.172, -2.085)
C (-2.730, -0.900, -1.582)
H (-1.497, 0.315, -0.210)
H (-0.771, -1.237, -0.573)
H (-3.177, -1.664, -0.929)
H (-2.508, -1.378, -2.537)
H (-3.461, -0.082, -1.688)
C (2.454, 0.855, 2.106)
C (1.476, 0.303, 1.094)
S (1.918, 0.649, -0.641)
H (2.474, 1.953, 2.042)
H (3.485, 0.505, 1.905)
H (2.204, 0.561, 3.147)
H (1.441, -0.787, 1.323)
H (0.474, 0.736, 1.369)
H (0.239, 0.432, -1.729)

## Properties
2S+1   2
Net charge   0
<S²>   0.75
HOMO level (alpha / beta)   -9.66 / -9.39 eV
HOMO-LUMO gap (alpha / beta)   10.51 / 6.87 eV

Atomic partial charges in e from the Mulliken method, atoms 1 to 2: 0.024 -0.495

***

The most stable of them is B.

***

A | A gas-phase ion, C7H10N (charge +1). Source: OMol25; level of theory: the ωB97M-V functional and the def2-TZVPD basis.

Element x y z (Å)
C (2.828, 0.859, 0.627)
C (2.066, -0.166, 0.061)
C (3.626, 0.084, -0.284)
C (-0.401, -0.669, -0.296)
C (1.032, -1.032, -0.283)
C (-3.029, 0.191, 0.658)
C (-2.273, 0.679, -0.528)
N (-0.932, 0.403, -0.654)
H (3.069, 1.388, 1.461)
H (3.760, 0.212, -1.335)
H (4.489, -0.470, -0.068)
H (-0.897, -1.536, 0.248)
H (1.402, -2.025, -0.549)
H (-4.016, 0.566, 0.802)
H (-3.218, -0.856, 0.667)
H (-2.400, 0.280, 1.484)
H (-2.253, 1.773, -0.483)
H (-2.852, 0.321, -1.529)

## Properties
2S+1   1
Net charge   +1
HOMO level (alpha / beta)   -13.81 / -13.80 eV
HOMO-LUMO gap (alpha / beta)   6.90 / 6.90 eV

Atomic partial charges in e from the Mulliken method, atoms 1 to 2: -0.089 0.058

***

B | A gas-phase ion, C7H10N (charge +1). Source: OMol25; level of theory: the ωB97M-V functional and the def2-TZVPD basis.

Element x y z (Å)
C (3.580, -0.261, -0.219)
C (2.562, 0.278, 0.129)
C (1.317, 0.647, 0.772)
N (0.301, 0.051, 1.407)
C (-0.414, -1.198, 0.840)
C (-1.398, -0.573, -0.307)
C (-1.020, 0.850, -0.694)
C (-0.338, 1.247, -1.796)
H (4.526, -0.699, -0.470)
H (1.280, 1.755, 0.740)
H (-0.372, 0.698, 1.815)
H (-0.984, -1.566, 1.632)
H (0.319, -1.894, 0.419)
H (-1.271, -1.381, -1.151)
H (-2.405, -0.602, 0.117)
H (-1.460, 1.547, 0.045)
H (-0.084, 2.297, -1.996)
H (-0.053, 0.592, -2.576)

## Properties
2S+1   1
Net charge   +1
HOMO level   -14.01 eV
HOMO-LUMO gap   8.40 eV

Atomic partial charges in e from the Mulliken method, atoms 1 to 2: 0.263 -0.476

***

The most stable of them is B.

***

A | C2H3BrN2S in the gas phase. Source: OMol25; level of theory: the ωB97M-V functional and the def2-TZVPD basis.

Element x y z (Å)
C (1.088, 1.528, 0.581)
C (0.607, 0.205, -0.101)
N (1.396, 1.602, 1.731)
N (-0.160, -0.528, 0.748)
S (0.549, -0.985, 2.165)
Br (0.746, 2.952, -0.597)
H (0.268, 0.541, -1.202)
H (1.609, -0.218, -0.232)
H (-1.056, -0.184, 0.840)

## Properties
2S+1   1
Net charge   0
HOMO level   -8.94 eV
HOMO-LUMO gap   6.75 eV

Atomic partial charges in e from the Mulliken method, atoms 1 to 2: 0.615 -0.782

***

B | C2H3BrN2S in the gas phase. Source: OMol25; level of theory: the ωB97M-V functional and the def2-TZVPD basis.

Element x y z (Å)
C (0.036, -1.531, 1.631)
N (0.482, -1.084, 0.532)
N (0.490, 0.091, 0.019)
C (-0.368, 0.698, -0.663)
S (0.092, 2.323, -1.286)
Br (1.062, 2.423, -3.501)
H (-0.556, -0.733, 2.242)
H (0.177, -2.577, 1.833)
H (-1.415, 0.390, -0.806)

## Properties
2S+1   1
Net charge   0
HOMO level   -9.35 eV
HOMO-LUMO gap   7.62 eV

Atomic partial charges in e from the Mulliken method, atoms 1 to 2: -0.287 -0.318

***

The most stable of them is B.

***

A | A gas-phase ion, C7H13N2 (charge +1). Source: OMol25; level of theory: the ωB97M-V functional and the def2-TZVPD basis.

Element x y z (Å)
N (-2.156, -0.372, 0.156)
N (-0.784, -0.040, 0.350)
C (-0.331, -0.372, 1.709)
C (0.804, -1.035, 1.673)
C (1.302, -1.285, 0.320)
C (0.089, -0.786, -0.620)
C (0.655, 0.274, -1.620)
C (0.711, 1.564, -0.863)
C (-0.485, 1.610, 0.065)
H (-2.450, -0.756, -0.699)
H (-2.947, -0.238, 0.739)
H (-0.782, -0.107, 2.601)
H (1.251, -1.328, 2.583)
H (2.182, -0.716, 0.291)
H (1.376, -2.270, -0.045)
H (-0.263, -1.607, -1.262)
H (-0.074, 0.363, -2.355)
H (1.595, -0.293, -1.950)
H (1.676, 1.392, -0.338)
H (0.617, 2.359, -1.487)
H (-0.485, 1.868, 1.069)
H (-1.503, 1.774, -0.316)

## Properties
2S+1   1
Net charge   +1
HOMO level   -14.12 eV
HOMO-LUMO gap   11.60 eV

Atomic partial charges in e from the Mulliken method, atoms 1 to 2: -0.850 0.763

***

B | A gas-phase ion, C7H13N2 (charge +1). Source: OMol25; level of theory: the ωB97M-V functional and the def2-TZVPD basis.

Element x y z (Å)
C (1.450, -0.249, 1.332)
C (0.570, -0.841, 0.227)
C (1.091, -2.088, -0.402)
C (-0.855, -0.999, 0.909)
C (-1.427, 0.112, 0.180)
N (-1.904, 1.253, -0.017)
C (-1.242, 2.031, -1.089)
C (0.198, 1.472, -1.086)
N (0.017, 0.046, -0.826)
H (2.247, 0.247, 0.816)
H (1.869, -1.033, 1.822)
H (1.051, 0.420, 1.993)
H (0.840, -2.982, 0.184)
H (2.227, -2.165, -0.353)
H (0.492, -2.276, -1.418)
H (-1.041, -1.017, 1.903)
H (-1.253, -1.841, 0.501)
H (-2.715, 1.603, 0.604)
H (-1.257, 3.137, -0.917)
H (-1.938, 1.792, -1.888)
H (0.615, 1.486, -2.065)
H (0.964, 1.892, -0.407)

## Properties
2S+1   1
Net charge   +1
HOMO level   -13.62 eV
HOMO-LUMO gap   9.66 eV

Atomic partial charges in e from the Mulliken method, atoms 1 to 2: -2.179 1.457

***

The most stable of them is A.

***

A | 2 unconnected molecules or ions with the total composition C8H12O2. Source: OMol25; level of theory: the ωB97M-V functional and the def2-TZVPD basis.

Element x y z (Å)
C (1.545, -1.810, 2.425)
C (0.679, -0.656, 2.007)
C (0.627, -0.488, 0.592)
C (-0.108, 0.620, 0.023)
C (-0.843, 1.360, 0.802)
O (-1.594, 2.466, 0.397)
C (-1.009, 1.070, 2.194)
C (-0.159, 0.064, 2.841)
H (1.192, -2.790, 2.143)
H (1.601, -1.689, 3.536)
H (2.513, -1.766, 1.912)
H (1.215, -1.140, -0.053)
H (-0.249, 0.726, -1.099)
H (-1.392, 2.725, -0.492)
H (-1.770, 1.626, 2.731)
H (-0.282, -0.192, 3.826)
C (-0.737, 0.003, -3.923)
O (0.549, -0.373, -4.360)
H (-1.253, -0.927, -4.155)
H (-1.082, 0.801, -4.514)
H (-0.658, 0.146, -2.886)
H (1.213, 0.223, -3.948)

## Properties
2S+1   1
Net charge   0
HOMO level   -8.50 eV
HOMO-LUMO gap   9.13 eV

Atomic partial charges in e from the Mulliken method, atoms 1 to 2: -1.262 0.783

***

B | 2 unconnected molecules or ions with the total composition C8H12O2. Source: OMol25; level of theory: the ωB97M-V functional and the def2-TZVPD basis.

Element x y z (Å)
C (1.193, 0.862, 1.190)
C (0.130, 0.454, 1.997)
C (-1.183, 0.729, 1.614)
C (-1.433, 1.413, 0.423)
C (-0.370, 1.821, -0.384)
C (0.943, 1.545, 0.000)
H (2.226, 0.645, 1.492)
H (0.327, -0.084, 2.934)
H (-2.019, 0.409, 2.249)
H (-2.466, 1.630, 0.121)
H (-0.567, 2.359, -1.321)
H (1.779, 1.866, -0.635)
O (-0.670, -1.600, 0.353)
C (0.534, -1.782, -0.399)
C (0.463, -1.044, -1.720)
O (-0.646, -1.473, -2.494)
H (-0.668, -0.685, 0.703)
H (1.426, -1.470, 0.178)
H (0.612, -2.872, -0.577)
H (0.415, 0.046, -1.535)
H (1.373, -1.244, -2.318)
H (-1.403, -1.523, -1.873)

## Properties
2S+1   1
Net charge   0
HOMO level   -9.38 eV
HOMO-LUMO gap   10.24 eV

Atomic partial charges in e from the Mulliken method, atoms 1 to 2: -0.343 -0.398

***

The most stable of them is B.

***

A | 2 unconnected molecules or ions with the total composition C2H4O3. Source: OMol25; level of theory: the ωB97M-V functional and the def2-TZVPD basis.

Element x y z (Å)
O (2.739, -0.850, -0.167)
C (1.968, -0.540, -1.059)
O (0.679, -0.660, -0.862)
H (2.435, -0.313, -1.960)
H (0.431, -0.604, 0.107)
C (-2.062, 0.814, 0.999)
O (-1.047, 0.115, 1.201)
H (-2.263, 1.230, -0.042)
H (-2.880, 0.807, 1.782)

## Properties
2S+1   1
Net charge   0
HOMO level   -10.17 eV
HOMO-LUMO gap   10.10 eV

Atomic partial charges in e from the Mulliken method, atoms 1 to 2: -0.521 0.176

***

B | C2H4O3 in the gas phase. Source: OMol25; level of theory: the ωB97M-V functional and the def2-TZVPD basis.

Element x y z (Å)
O (1.878, 0.672, -1.118)
O (0.866, -0.336, -0.931)
C (-0.164, 0.260, -0.299)
C (-0.942, -0.657, 0.716)
O (-0.152, 0.436, 1.087)
H (2.056, 1.022, -0.261)
H (-0.948, 1.016, -0.855)
H (-2.088, -0.721, 0.783)
H (-0.507, -1.692, 0.878)

## Properties
2S+1   1
Net charge   0
HOMO level   -10.75 eV
HOMO-LUMO gap   11.68 eV

Atomic partial charges in e from the Mulliken method, atoms 1 to 2: -0.332 -0.189

***

The most stable of them is A.